No. 1
{
  "formula": "C36H50AsN5O3RbS2Si2",
  "method": "ωB97M-V/def2-TZVPD",
  "species": ["Rb", "As", "S", "S", "Si", "Si", "O", "O", "O", "N", "N", "N", "N", "N", "C", "C", "C", "C", "C", "C", "C", "C", "C", "C", "C", "C", "C", "C", "C", "C", "C", "C", "C", "C", "C", "C", "C", "C", "C", "C", "C", "C", "C", "C", "C", "C", "C", "C", "C", "C", "H", "H", "H", "H", "H", "H", "H", "H", "H", "H", "H", "H", "H", "H", "H", "H", "H", "H", "H", "H", "H", "H", "H", "H", "H", "H", "H", "H", "H", "H", "H", "H", "H", "H", "H", "H", "H", "H", "H", "H", "H", "H", "H", "H", "H", "H", "H", "H", "H", "H"],
  "xyz": [[0.092, 0.264, -0.951], [-1.147, 0.433, 2.738], [1.199, 3.538, -1.232], [-3.592, -1.146, -0.020], [3.625, -1.162, 0.758], [3.269, -1.078, -2.396], [1.468, 4.589, -2.190], [1.821, 2.251, -1.495], [-0.072, -0.269, 1.719], [-3.527, -3.413, -1.329], [0.734, -2.600, -1.785], [-0.312, 3.252, -0.940], [-2.875, 2.472, -1.340], [-4.023, -3.598, 0.950], [4.021, -2.592, -3.253], [2.911, -1.714, 2.427], [3.864, 4.991, 1.426], [4.621, 0.238, -2.305], [-0.241, 1.336, 4.184], [3.203, 4.864, 2.641], [-4.108, 2.075, -1.519], [-2.236, 1.762, 1.879], [-4.431, -5.713, 1.990], [3.679, 0.715, 0.957], [-3.725, -2.801, -0.107], [-3.655, -4.736, -1.547], [5.406, -1.819, 0.795], [1.914, 4.354, 2.679], [-1.058, 5.579, -0.710], [-3.360, -5.237, -2.921], [-4.152, -4.892, 0.769], [-2.642, 3.790, -1.094], [-2.119, 6.497, -0.647], [-3.419, 6.101, -0.790], [-4.011, -5.519, -0.491], [-3.696, 4.734, -1.023], [1.951, 4.087, 0.296], [0.561, -4.617, 0.111], [-0.169, -3.569, -1.878], [2.661, -1.620, -0.737], [3.237, 4.610, 0.251], [1.644, -2.602, -0.746], [-5.013, 4.255, -1.204], [1.514, -3.650, 0.229], [-1.273, 4.225, -0.920], [1.287, 3.959, 1.505], [-0.325, -4.606, -0.981], [-5.226, 2.933, -1.454], [2.078, -0.350, -3.673], [-2.340, -0.837, 3.556], [-4.237, 6.810, -0.739], [-3.901, -4.659, -3.671], [3.694, 5.163, 3.559], [3.104, -2.754, 2.697], [2.633, -0.178, -4.602], [-3.006, -0.343, 4.263], [0.281, 3.559, 1.511], [-1.891, 7.543, -0.478], [-2.915, -1.303, 2.756], [-2.716, 2.412, 2.610], [-1.741, -1.590, 4.066], [5.996, -1.502, -0.065], [3.907, 1.246, 0.032], [-0.043, 5.937, -0.607], [0.306, 0.595, 4.765], [-0.945, 1.871, 4.820], [-3.211, -2.799, -2.068], [-2.990, 1.258, 1.279], [-5.084, -5.161, 2.663], [5.429, 0.015, -1.610], [-4.875, -6.675, 1.739], [1.685, 0.622, -3.368], [1.396, 4.267, 3.627], [1.257, -1.037, -3.876], [-5.839, 4.957, -1.147], [5.397, -2.913, 0.799], [-6.222, 2.535, -1.601], [3.732, 4.708, -0.707], [4.871, 5.387, 1.395], [2.689, 1.040, 1.291], [4.856, -2.984, -2.667], [2.227, -3.700, 1.034], [3.382, -1.088, 3.193], [-0.820, -3.498, -2.755], [-3.637, -6.284, -3.011], [0.472, 2.030, 3.740], [3.273, -3.386, -3.336], [-4.250, 1.017, -1.715], [5.057, 0.339, -3.304], [4.410, 1.011, 1.717], [-2.291, -5.140, -3.119], [5.925, -1.486, 1.700], [4.383, -2.358, -4.259], [4.185, 1.203, -2.038], [-3.490, -5.893, 2.514], [1.835, -1.526, 2.448], [-4.125, -6.586, -0.608], [0.508, -5.413, 0.847], [-1.068, -5.381, -1.108], [-1.603, 2.348, 1.211]],
  "lowdin_charge": [0.787, 0.934, 0.532, 0.687, 0.444, 0.435, -0.309, -0.462, -0.628, 0.102, 0.016, -0.185, 0.121, 0.112, -0.182, -0.191, -0.081, -0.179, -0.195, -0.094, -0.172, -0.198, -0.026, -0.168, -0.813, -0.295, -0.188, -0.089, -0.032, -0.004, -0.310, -0.164, -0.093, -0.077, 0.008, -0.170, -0.263, -0.101, -0.210, -0.361, -0.055, -0.427, -0.035, -0.045, -0.287, -0.064, -0.129, -0.066, -0.205, -0.207, 0.097, 0.094, 0.096, 0.014, 0.027, 0.035, 0.091, 0.098, -0.015, 0.046, 0.038, 0.004, 0.003, 0.099, 0.039, 0.035, 0.136, -0.013, 0.082, 0.010, 0.074, -0.009, 0.094, 0.009, 0.108, 0.020, 0.095, 0.118, 0.100, 0.023, 0.019, 0.076, 0.024, 0.085, 0.087, 0.012, 0.020, 0.052, 0.028, 0.031, 0.075, 0.018, 0.017, 0.011, 0.091, 0.002, 0.115, 0.094, 0.065, 0.008],
  "total_charge": -1,
  "e_above_lowest_kcal_mol": 20.2,
  "gap_ev": 5.0,
  "energy_ev": -150660.9971
}

=====

No. 2
{
  "formula": "C36H50BN6OPtS",
  "method": "ωB97M-V/def2-TZVPD",
  "species": ["Pt", "S", "O", "N", "N", "N", "N", "N", "N", "C", "C", "C", "C", "C", "C", "C", "C", "C", "C", "C", "C", "C", "C", "C", "C", "C", "C", "C", "C", "C", "C", "C", "C", "C", "C", "C", "C", "C", "C", "C", "C", "C", "C", "C", "C", "B", "H", "H", "H", "H", "H", "H", "H", "H", "H", "H", "H", "H", "H", "H", "H", "H", "H", "H", "H", "H", "H", "H", "H", "H", "H", "H", "H", "H", "H", "H", "H", "H", "H", "H", "H", "H", "H", "H", "H", "H", "H", "H", "H", "H", "H", "H", "H", "H", "H", "H"],
  "xyz": [[-0.338, -0.269, -0.328], [2.523, 1.316, 1.790], [1.964, 0.545, 0.647], [-1.068, 0.272, -2.228], [-2.389, 0.108, 0.431], [-2.197, -0.388, -2.623], [-0.910, -2.287, -0.522], [-3.376, -0.512, -0.405], [-2.066, -2.496, -1.219], [4.538, 5.052, 0.351], [-2.515, -0.009, -3.882], [1.240, 1.924, -1.880], [1.852, -4.491, -0.266], [-0.406, -3.483, -0.189], [-1.578, 0.910, -4.290], [-5.846, -0.773, -0.544], [4.778, 3.845, -0.306], [3.311, 2.781, 1.218], [0.016, 3.429, -3.451], [3.684, 5.117, 1.444], [0.500, -4.537, 1.853], [-4.412, 0.507, 1.254], [3.774, 0.490, 4.040], [-2.771, 0.849, 3.851], [-3.692, -0.541, -4.631], [-1.253, -4.473, -0.688], [5.367, -1.335, 2.621], [4.411, -0.621, 1.930], [4.726, -0.255, 4.706], [-0.830, 1.501, 2.397], [-2.890, 2.936, 2.436], [-2.283, -3.826, -1.330], [5.518, -1.159, 3.999], [-2.355, 1.494, 2.517], [-3.456, -4.414, -2.043], [0.855, -3.714, 0.607], [3.048, 3.969, 1.891], [0.510, 1.995, -3.210], [1.478, 1.581, -4.329], [4.155, 2.685, 0.112], [3.655, 0.310, 2.658], [-2.983, 0.709, 1.407], [-4.573, -0.297, 0.050], [-0.681, 1.069, -3.233], [1.493, -2.401, 1.029], [-2.938, -1.339, -1.693], [-1.129, -5.539, -0.599], [1.410, -4.786, 2.401], [4.855, -0.136, 5.773], [-2.398, -0.173, 3.937], [-3.705, -0.114, -5.630], [0.870, 4.102, -3.537], [-5.203, 0.872, 1.893], [-3.978, 2.974, 2.510], [1.856, 0.568, -4.175], [0.990, 1.615, -5.302], [-6.691, -0.428, 0.046], [-3.502, -4.082, -3.080], [-0.413, 2.068, 3.232], [-5.865, -1.863, -0.584], [3.511, 6.058, 1.948], [2.068, 2.634, -1.864], [-2.361, 1.437, 4.672], [6.003, -2.029, 2.089], [4.332, 1.744, -0.393], [-0.426, 0.485, 2.446], [-2.593, 3.422, 1.505], [5.026, 5.953, 0.001], [-0.616, 3.776, -2.630], [2.325, 2.268, -4.357], [-0.558, 3.502, -4.373], [-3.855, 0.830, 3.978], [2.130, -3.924, -1.156], [1.833, -1.841, 0.153], [-1.545, 1.404, -5.247], [2.371, -2.595, 1.647], [1.429, -5.442, -0.590], [0.577, 2.182, -1.040], [4.268, -0.756, 0.867], [-3.651, -1.626, -4.725], [-2.489, 3.510, 3.271], [-3.928, -1.744, -2.210], [0.804, -1.788, 1.628], [-0.166, -3.985, 2.520], [6.263, -1.740, 4.528], [2.755, -4.707, 0.307], [-0.511, 1.985, 1.468], [1.668, 0.928, -1.732], [-3.375, -5.497, -2.036], [0.009, -5.471, 1.585], [-4.632, -0.281, -4.142], [3.152, 1.198, 4.572], [-5.953, -0.405, -1.564], [-4.397, -4.144, -1.561], [2.380, 4.002, 2.743], [5.463, 3.807, -1.143]],
  "lowdin_spin": [1.425, 0.328, 0.348, 0.142, 0.242, 0.012, 0.141, 0.120, 0.012, 0.005, 0.003, 0.024, 0.001, 0.020, 0.007, 0.008, 0.006, 0.070, 0.001, 0.001, 0.001, 0.498, 0.023, 0.006, 0.001, 0.007, 0.008, 0.034, 0.005, 0.010, 0.007, 0.003, 0.046, 0.003, 0.001, 0.002, 0.005, 0.002, 0.001, 0.018, 0.087, 0.086, 0.099, 0.020, 0.024, 0.005, 0.001, 0.000, 0.000, 0.000, 0.000, 0.000, 0.019, 0.002, 0.000, 0.000, 0.000, 0.000, 0.003, 0.003, 0.000, 0.001, 0.001, 0.001, 0.000, 0.002, 0.000, 0.000, 0.000, 0.000, 0.000, 0.001, 0.000, 0.007, 0.001, 0.001, 0.000, 0.009, 0.001, 0.000, 0.001, -0.001, 0.009, 0.000, 0.002, 0.000, 0.002, 0.007, 0.000, 0.000, 0.000, 0.002, 0.002, 0.000, 0.002, 0.002],
  "total_charge": 3,
  "e_above_lowest_kcal_mol": 2.3,
  "gap_ev": [8.4, 4.4],
  "energy_ev": -63863.0015,
  "multiplicity": 5
}

=====

No. 3
{
  "formula": "C36H50HgN6O4PS3",
  "method": "ωB97M-V/def2-TZVPD",
  "species": ["Hg", "S", "S", "S", "P", "O", "O", "O", "O", "N", "N", "N", "N", "N", "N", "C", "C", "C", "C", "C", "C", "C", "C", "C", "C", "C", "C", "C", "C", "C", "C", "C", "C", "C", "C", "C", "C", "C", "C", "C", "C", "C", "C", "C", "C", "C", "C", "C", "C", "C", "C", "H", "H", "H", "H", "H", "H", "H", "H", "H", "H", "H", "H", "H", "H", "H", "H", "H", "H", "H", "H", "H", "H", "H", "H", "H", "H", "H", "H", "H", "H", "H", "H", "H", "H", "H", "H", "H", "H", "H", "H", "H", "H", "H", "H", "H", "H", "H", "H", "H", "H"],
  "xyz": [[0.418, -1.544, 1.098], [-0.864, -2.695, -0.604], [-0.263, -4.427, 1.756], [5.126, -1.835, 0.847], [-2.514, 1.563, -0.570], [-1.736, 0.634, 0.300], [5.060, -3.057, 1.610], [0.477, 0.133, 4.163], [6.398, -1.132, 0.892], [3.843, -0.989, 1.160], [-2.764, -5.118, -2.733], [2.413, 0.770, 1.121], [2.516, -0.880, 3.947], [-1.940, -7.642, 0.611], [1.478, -0.722, 6.005], [4.146, -3.478, -4.916], [0.589, 2.784, -2.037], [4.373, -3.034, -3.493], [-4.949, 0.411, 0.262], [3.532, -3.465, -2.467], [-4.079, -1.379, -1.886], [-0.849, 3.047, -2.484], [4.689, 1.289, 0.583], [-2.248, -5.162, -1.699], [1.429, -0.467, 4.648], [2.629, -1.210, 6.725], [-1.628, -5.292, -0.416], [-4.516, -1.034, 0.532], [-0.961, -4.222, 0.213], [-3.930, 3.469, 1.089], [-1.452, 3.776, 0.778], [3.042, 3.038, 0.679], [0.287, 0.350, -2.359], [-4.239, 1.024, -0.967], [1.148, 1.551, -2.739], [5.691, -1.828, -1.861], [-1.173, 0.544, -2.775], [-2.429, 3.522, 3.095], [-4.451, 0.079, -2.170], [-4.825, -1.918, -0.671], [-3.665, 2.877, 2.475], [4.354, 2.617, 0.455], [3.684, 0.349, 0.940], [-1.803, 1.859, -2.248], [-1.224, 3.251, 2.199], [-2.751, 3.257, 0.124], [4.863, -2.292, -0.852], [3.769, -3.098, -1.153], [-1.768, -6.582, 0.184], [2.123, 2.062, 1.010], [5.445, -2.204, -3.176], [3.259, -4.108, -4.990], [-3.440, -1.061, 0.726], [2.486, -0.794, 2.938], [-1.248, 0.536, -3.868], [1.199, 3.669, -2.241], [2.182, 1.382, -2.430], [-5.907, -1.924, -0.864], [-1.500, 4.873, 0.805], [-4.855, 3.075, 0.664], [0.632, 2.591, -0.966], [-3.473, 1.804, 2.391], [-2.248, 3.104, 4.088], [-0.334, 3.733, 2.611], [1.085, 2.309, 1.215], [5.703, 0.944, 0.453], [2.792, -2.283, 6.575], [3.094, -1.630, 4.283], [-6.030, 0.430, 0.072], [-2.587, 4.603, 3.203], [5.117, 3.341, 0.188], [-2.696, 2.075, -2.845], [-1.234, 3.955, -2.012], [4.012, -2.622, -5.582], [-5.519, 0.122, -2.420], [1.130, 1.700, -3.827], [-4.768, 1.010, 1.150], [-1.036, 2.175, 2.178], [-3.016, -1.469, -1.666], [-0.594, 3.507, 0.166], [-4.505, -2.944, -0.480], [0.337, 0.209, -1.275], [-5.029, -1.404, 1.423], [-4.728, 1.975, -1.218], [2.750, 4.077, 0.590], [2.683, -4.098, -2.699], [-4.540, 3.021, 3.115], [-4.285, -1.987, -2.769], [-3.913, 0.433, -3.052], [0.663, -0.563, -2.823], [6.526, -1.188, -1.603], [6.097, -1.850, -3.969], [3.118, -3.431, -0.352], [-4.073, 4.552, 1.196], [-1.729, -0.312, -2.402], [-2.949, 3.863, -0.769], [0.672, -0.407, 6.510], [-0.828, 3.229, -3.565], [5.002, -4.051, -5.283], [2.485, -1.036, 7.790], [3.536, -0.686, 6.413]],
  "lowdin_spin": [0.411, 0.231, 0.075, 0.004, 0.001, 0.023, 0.000, 0.032, 0.001, 0.016, 0.003, 0.072, 0.016, 0.000, 0.002, 0.000, 0.000, 0.000, 0.000, 0.000, 0.001, 0.000, 0.002, 0.007, 0.013, 0.000, 0.009, 0.000, 0.018, 0.000, 0.000, 0.001, 0.001, 0.000, 0.000, 0.000, 0.000, 0.000, 0.000, 0.000, 0.000, -0.001, 0.007, 0.000, 0.000, 0.000, 0.000, 0.001, 0.003, 0.005, 0.000, 0.000, 0.000, 0.031, 0.000, 0.000, 0.000, 0.000, 0.000, 0.000, 0.000, 0.000, 0.000, 0.000, 0.001, 0.000, 0.000, 0.000, 0.000, 0.000, 0.000, 0.000, 0.000, 0.000, 0.000, 0.000, 0.000, 0.000, 0.001, 0.000, 0.000, 0.005, 0.000, 0.000, 0.000, 0.000, 0.000, 0.000, 0.000, 0.000, 0.000, 0.000, 0.001, 0.000, 0.000, 0.000, 0.000, 0.000, 0.000, 0.000, 0.000],
  "total_charge": -2,
  "e_above_lowest_kcal_mol": 9.3,
  "gap_ev": [4.8, 5.8],
  "energy_ev": -101248.1585,
  "multiplicity": 2
}